Formula: C56H72F6O19S
Source: the OMol25 dataset
Level of theory: the ωB97M-V functional and the def2-TZVPD basis

Values from the calculation:
E = -4603.97838 Eh
frontier orbital gap = 9.1717 eV
F_max = 2.3 eV/Å
relative energy (zero: lowest compared OMol25 entry of this formula, charge and spin) = 0.000 eV
LUMO = 0.38 eV
HOMO = -8.794 eV

Geometry as XYZ:
```
154
Properties=species:S:1:pos:R:3:lowdin_charge:R:1
F -12.8784 -9.0261 4.6483 0.06
C -11.7549 -8.5200 4.1181 -0.30
C -11.7801 -7.4700 3.2594 -0.03
C -10.5907 -6.9539 2.7366 -0.09
C -9.3897 -7.5359 3.0975 -0.10
C -9.3551 -8.6068 3.9782 -0.07
C -10.5552 -9.0872 4.4777 -0.01
H -12.6700 -6.9853 2.8661 0.12
H -10.6140 -6.1608 2.0047 0.11
H -8.4609 -7.1029 2.7353 0.10
H -8.4175 -9.0532 4.2725 0.11
H -10.6280 -9.9724 5.1041 0.10
F -9.0479 -16.1805 1.2427 0.09
C -8.7855 -17.4707 0.9858 -0.30
C -7.6387 -17.7904 0.2965 -0.05
C -7.3088 -19.1354 0.1562 -0.09
C -8.0915 -20.1166 0.7562 -0.09
C -9.2632 -19.7667 1.4114 -0.07
C -9.6286 -18.4288 1.5036 -0.05
H -6.9691 -17.0234 -0.0702 0.13
H -6.3956 -19.4122 -0.3554 0.11
H -7.8663 -21.1648 0.6016 0.10
H -9.8636 -20.5577 1.8410 0.11
H -10.5539 -18.1889 2.0124 0.10
F -10.9280 -9.1477 9.4872 0.07
C -10.6821 -10.4072 9.0828 -0.28
C -9.9933 -11.2628 9.8956 -0.01
C -9.7574 -12.5607 9.4478 -0.08
C -10.1061 -12.9437 8.1608 -0.10
C -10.7006 -12.0126 7.3161 -0.10
C -11.0063 -10.7470 7.7801 -0.02
H -9.6577 -10.9418 10.8736 0.12
H -9.3588 -13.2892 10.1439 0.11
H -9.9447 -13.9724 7.8589 0.09
H -10.9444 -12.3211 6.3037 0.10
H -11.5623 -10.0176 7.2014 0.11
F -17.5800 -6.3701 2.7651 0.05
C -17.6899 -7.7067 2.6334 -0.29
C -17.7524 -8.5033 3.7657 0.01
C -17.7203 -9.8940 3.6045 -0.07
C -17.5267 -10.4328 2.3412 -0.09
C -17.5693 -9.6173 1.2084 -0.07
C -17.6130 -8.2358 1.3635 -0.02
H -17.7608 -8.0235 4.7388 0.11
H -17.7286 -10.5184 4.4908 0.04
H -17.4712 -11.5137 2.2707 0.10
H -17.4943 -10.0847 0.2357 0.10
H -17.6016 -7.5737 0.5064 0.12
F -14.1104 -17.8146 5.6098 0.04
C -15.4288 -17.4872 5.6354 -0.29
C -15.8760 -16.5667 6.5554 0.00
C -17.2252 -16.2745 6.5580 -0.08
C -18.0995 -16.9357 5.7313 -0.08
C -17.6072 -17.8604 4.8120 -0.08
C -16.2548 -18.1057 4.7407 -0.03
H -15.1816 -15.9403 7.1009 0.11
H -17.5725 -15.4793 7.2100 0.10
H -19.1574 -16.7107 5.7361 0.10
H -18.3133 -18.3992 4.1913 0.11
H -15.8091 -18.8474 4.0866 0.13
F -19.6109 -9.9446 7.3192 0.04
C -18.4468 -10.4286 6.7921 -0.29
C -17.2885 -9.7020 6.9514 -0.02
C -16.0927 -10.3221 6.5699 -0.04
C -16.0993 -11.5676 5.9491 -0.10
C -17.2968 -12.2184 5.7219 -0.09
C -18.5011 -11.6280 6.1031 -0.03
H -17.2765 -8.7965 7.5434 0.13
H -15.1483 -9.8043 6.6904 0.11
H -15.1425 -12.0071 5.6881 0.09
H -17.3277 -13.2169 5.2983 0.11
H -19.4492 -12.1413 6.0309 0.13
C -17.8788 -13.8794 -0.8600 -0.24
S -16.3654 -13.2640 -1.6159 0.84
O -15.7877 -12.4245 -0.5286 -0.55
C -15.5276 -14.8491 -1.6662 -0.24
H -18.2138 -14.7389 -1.4565 0.05
H -18.6576 -13.1318 -0.7965 0.06
H -17.5805 -14.3082 0.0907 0.03
H -15.5418 -15.3613 -0.7030 0.04
H -14.5057 -14.6913 -1.9943 0.04
H -16.0911 -15.4443 -2.3881 0.06
C -12.4246 -8.3480 -0.0244 -0.02
O -12.7689 -9.7489 -0.0342 -0.01
C -12.5576 -10.5076 -1.1070 -0.63
O -12.3032 -10.1377 -2.2163 0.14
O -12.7070 -11.7498 -0.7034 0.00
C -12.2559 -12.7917 -1.5453 -0.04
H -12.6892 -7.8086 -0.9325 0.10
H -11.3664 -8.1857 0.1854 0.09
H -13.0138 -8.0236 0.8258 0.07
H -11.1694 -12.7796 -1.5846 0.10
H -12.6580 -12.7174 -2.5600 0.10
H -12.6152 -13.7303 -1.1435 0.06
C -12.5210 -17.1910 0.5493 -0.02
O -12.2679 -16.2430 -0.4646 0.02
C -11.2719 -16.4408 -1.3109 -0.60
O -11.0181 -15.6511 -2.1766 0.14
O -10.6236 -17.5914 -1.0765 -0.03
C -9.4841 -17.8370 -1.8879 -0.03
H -13.1772 -16.6904 1.2490 0.08
H -11.6010 -17.5114 1.0340 0.04
H -13.0187 -18.0860 0.1653 0.11
H -9.0968 -18.8136 -1.6233 0.09
H -8.7002 -17.1019 -1.6733 0.10
H -9.7236 -17.7474 -2.9452 0.11
C -11.4668 -16.8507 8.1655 -0.03
O -10.6690 -17.9413 7.7309 0.03
C -9.9554 -17.7472 6.6475 -0.64
O -9.8019 -16.7055 6.0918 0.13
O -9.3914 -18.8955 6.2764 0.02
C -8.7986 -18.8500 4.9769 -0.03
H -12.1857 -17.2605 8.8632 0.10
H -11.9632 -16.3704 7.3178 0.09
H -10.8733 -16.0654 8.6406 0.09
H -7.8980 -18.2461 4.9822 0.10
H -9.5397 -18.5302 4.2431 0.07
H -8.5839 -19.8625 4.6345 0.09
C -11.4027 -15.3645 3.9338 -0.04
O -12.1542 -14.6062 2.9872 0.01
C -12.8619 -13.5851 3.4692 -0.64
O -13.0109 -13.2935 4.6212 0.11
O -13.4726 -13.0144 2.4478 -0.01
C -14.2279 -11.8065 2.6862 0.01
H -10.8623 -14.7547 4.6529 0.09
H -10.6208 -15.9004 3.3945 0.08
H -12.0473 -16.0911 4.4244 0.09
H -14.7860 -11.6248 1.7693 0.08
H -13.5513 -10.9728 2.8536 0.10
H -14.9992 -11.9545 3.4438 0.07
C -15.4919 -15.3363 2.3964 -0.03
O -16.8791 -15.4424 2.1303 -0.02
C -17.3697 -16.4433 1.3970 -0.67
O -16.7306 -17.2251 0.7855 0.15
O -18.6765 -16.2419 1.3887 -0.02
C -19.5356 -16.9984 0.5666 -0.03
H -15.3973 -14.9479 3.4114 0.10
H -15.0484 -14.6749 1.6596 0.09
H -14.9921 -16.3048 2.4474 0.09
H -20.5459 -16.6766 0.7789 0.10
H -19.4150 -18.0600 0.7855 0.10
H -19.2971 -16.8306 -0.4838 0.09
C -13.5357 -13.2804 7.9902 -0.04
O -14.9083 -13.6278 8.1347 -0.02
C -15.6494 -13.0191 9.0529 -0.66
O -15.2678 -12.3236 9.9591 0.13
O -16.8813 -13.3440 8.8086 -0.01
C -17.8866 -12.8038 9.6846 0.00
H -12.9109 -13.7439 8.7557 0.10
H -13.4017 -12.2041 8.0426 0.09
H -13.2174 -13.6545 7.0208 0.07
H -18.7675 -13.4061 9.5050 0.09
H -18.0734 -11.7711 9.3951 0.09
H -17.5383 -12.8524 10.7121 0.10
```

Formula: H4N2O4P2S
Source: the OMol25 dataset
Level of theory: the ωB97M-V functional and the def2-TZVPD basis

Values from the calculation:
E = -1493.92095 Eh
frontier orbital gap = 6.8075 eV
F_max = 5.3 eV/Å
relative energy (zero: lowest compared OMol25 entry of this formula, charge and spin) = 0.334 eV
total charge = -2
LUMO = 5.78 eV
HOMO = -1.029 eV

Geometry as XYZ:
```
13
Properties=species:S:1:pos:R:3:lowdin_charge:R:1
N -0.7857 1.0154 -1.7308 -0.13
N -0.3355 -1.3150 2.2041 -0.17
O 0.9654 -0.2680 -0.1733 -0.34
O 1.0862 0.9785 2.4911 -0.39
O -0.7451 -1.6181 -1.6203 -0.46
O -1.1213 0.9695 1.3513 -0.36
P 0.1601 -0.4152 -1.6300 -0.07
P -0.0460 0.1839 1.9510 0.14
S 1.7108 -0.2763 -2.9033 -0.06
H -1.4963 0.9169 -1.0891 -0.04
H -0.1024 1.8255 -1.7265 0.05
H 0.4931 -1.7781 2.4071 -0.08
H 0.2167 -0.2190 0.4688 -0.11
```

Formula: C31H49NO2P2S2V
Source: the OMol25 dataset
Level of theory: the ωB97M-V functional and the def2-TZVPD basis

Values from the calculation:
E = -3838.46777 Eh
<S²> = 2.02
frontier orbital gap (alpha / beta) = 6.9852 / 4.9967 eV
multiplicity = 3
F_max = 3.4 eV/Å
relative energy (zero: lowest compared OMol25 entry of this formula, charge and spin) = 5.676 eV
total charge = +1
LUMO (alpha / beta) = -3.52 / -5.42 eV
HOMO (alpha / beta) = -10.503 / -10.417 eV

Geometry as XYZ:
```
88
Properties=species:S:1:pos:R:3:lowdin_charge:R:1
V -1.1189 -0.0475 -2.4018 0.87
C -2.0648 1.6314 -0.7434 -0.22
C -2.8538 0.8014 -1.6457 -0.32
C -1.9411 -0.5253 0.0663 -0.19
C -1.7136 0.8486 0.3834 -0.18
C -2.7487 -0.5941 -1.1446 -0.29
C -2.1294 3.1205 -0.7530 -0.03
H -1.9500 3.5655 -1.7390 0.08
H -1.4057 3.5802 -0.0721 0.08
H -3.1384 3.4379 -0.4393 0.11
C -1.6203 1.4006 1.7634 -0.03
H -1.8694 2.4688 1.7720 0.08
H -0.6262 1.2580 2.2177 0.04
H -2.3606 0.9130 2.4166 0.11
C -1.9882 -1.6116 1.0718 -0.09
H -3.0348 -1.8827 1.3051 0.11
H -1.4951 -1.3369 2.0122 0.03
H -1.4861 -2.5242 0.7077 -0.02
C -3.5261 -1.7550 -1.6478 -0.02
H -4.2887 -1.4156 -2.3520 0.09
H -4.0042 -2.2807 -0.8171 0.09
H -2.8939 -2.4872 -2.1660 0.08
C -3.7405 1.3204 -2.7057 -0.02
H -4.6500 1.7395 -2.2576 0.11
H -4.0222 0.5347 -3.4015 0.07
H -3.2513 2.1150 -3.2771 0.09
C 0.7345 0.5126 -2.2609 -0.24
C -0.1218 1.5986 -2.7868 -0.23
C -0.4685 1.7673 -4.2405 -0.16
C -1.2460 0.6511 -5.0174 -0.16
C -1.7096 -0.5096 -4.1976 -0.25
C -0.7500 -1.5016 -3.6953 -0.21
C 0.7257 -1.3990 -4.0391 -0.15
C 1.5157 -0.2673 -3.2704 -0.17
H 0.4263 2.0067 -4.8371 0.13
H -0.6219 0.3714 -5.8858 0.13
H -1.0440 2.7063 -4.3359 0.12
H 1.9305 0.4352 -4.0217 0.12
H 1.0878 0.5382 -1.2074 0.07
H -0.0765 2.5432 -2.2354 0.10
H 2.4001 -0.7014 -2.7783 0.11
H 1.2403 -2.3646 -3.8486 0.11
H -1.1287 -2.5110 -3.5098 0.11
H 0.9333 -1.1936 -5.1185 0.13
H -2.1349 1.1214 -5.4684 0.12
H -2.7267 -0.9003 -4.3843 0.14
P 2.0021 2.4539 0.5899 0.86
C 1.7702 3.5237 2.0501 -0.24
H 2.1606 4.5242 1.8249 0.06
H 2.2204 3.1210 2.9654 0.02
H 0.6803 3.5816 2.1975 0.03
C 3.6501 1.6901 0.7411 -0.29
H 4.3989 2.3936 0.3508 0.05
H 3.6364 0.7716 0.1330 0.03
H 3.8267 1.3881 1.7904 0.01
C 2.3098 3.6769 -0.7364 -0.27
H 2.2565 3.1820 -1.7138 0.03
H 3.3031 4.1164 -0.5961 0.05
H 1.5384 4.4538 -0.7190 0.04
P 0.4802 -3.5906 0.0714 0.78
C -0.0284 -4.8493 -1.1482 -0.29
H 0.8626 -5.3160 -1.5813 0.04
H -0.5935 -4.3417 -1.9410 0.02
H -0.6697 -5.6063 -0.6815 0.05
C 1.9639 -3.0226 -0.8358 -0.30
H 1.6945 -2.4339 -1.7212 0.00
H 2.4921 -3.9248 -1.1620 0.05
H 2.6065 -2.4170 -0.1923 0.01
C 1.2034 -4.5411 1.4348 -0.29
H 1.8597 -5.3175 1.0267 0.05
H 0.3869 -4.9932 2.0135 0.04
H 1.7604 -3.8542 2.0847 0.03
O 3.0871 2.4931 5.0785 -0.29
S 3.2407 1.0545 4.9573 0.67
O 4.4361 0.4421 5.4868 -0.27
N 2.9137 0.5728 3.4016 -0.12
C 1.8043 -0.1545 3.2497 -0.73
S 1.2688 -0.5997 1.7110 0.80
C 1.1029 -0.3831 4.5195 -0.22
C -0.1471 -0.9535 4.7935 -0.02
C -0.6890 -0.8388 6.0814 -0.05
C 0.0212 -0.1810 7.1033 -0.04
C 1.2687 0.3795 6.8379 -0.02
C 1.7859 0.2561 5.5603 -0.22
H -0.6638 -1.4779 3.9898 0.10
H -1.6746 -1.2590 6.2853 0.11
H -0.4125 -0.1079 8.0959 0.11
H 1.8416 0.9100 7.5892 0.13
```

Formula: C20H28N2O6Re
Source: the OMol25 dataset
Level of theory: the ωB97M-V functional and the def2-TZVPD basis

Values from the calculation:
E = -1417.43023 Eh
<S²> = 1.09
frontier orbital gap (alpha / beta) = 5.3169 / 6.6425 eV
multiplicity = 2
F_max = 3.5 eV/Å
relative energy (zero: lowest compared OMol25 entry of this formula, charge and spin) = 2.043 eV
total charge = +2
LUMO (alpha / beta) = -8.72 / -7.63 eV
HOMO (alpha / beta) = -14.032 / -14.276 eV

Geometry as XYZ:
```
57
Properties=species:S:1:pos:R:3:lowdin_charge:R:1
Re -0.4228 -0.4851 -0.4642 1.82
C 0.1766 -1.1480 -3.4467 -0.10
C -0.5438 -2.4702 -3.1635 -0.14
O -0.5187 -2.6997 -1.7613 -0.21
C -1.4437 -3.6853 -1.3082 -0.12
C -2.3039 -3.0805 -0.1878 -0.13
O -2.5790 -1.7481 -0.6157 -0.23
C -3.5148 -0.9996 0.1437 -0.14
C -3.6422 0.3582 -0.5680 -0.11
O -2.3555 0.7944 -1.0273 -0.23
C -2.3272 1.1831 -2.4089 -0.12
C -0.9008 1.0724 -2.9736 -0.11
O -0.2954 -0.1425 -2.5524 -0.30
H 0.0305 -0.8479 -4.4862 0.15
H 1.2449 -1.2692 -3.2301 0.15
H -0.0281 -3.2884 -3.6837 0.16
H -1.5787 -2.4177 -3.5241 0.14
H -0.8897 -4.5523 -0.9381 0.15
H -2.0859 -3.9947 -2.1378 0.14
H -1.7495 -3.0639 0.7586 0.13
H -3.2345 -3.6477 -0.0728 0.15
H -3.1485 -0.8694 1.1711 0.13
H -4.4914 -1.5007 0.1611 0.15
H -4.0427 1.1034 0.1254 0.15
H -4.3130 0.2640 -1.4253 0.14
H -2.6663 2.2239 -2.5021 0.16
H -2.9994 0.5342 -2.9804 0.14
H -0.2784 1.8864 -2.5785 0.15
H -0.9314 1.1489 -4.0631 0.15
C -0.8486 -0.7801 3.8878 0.01
C -0.5709 -0.0116 2.6260 -0.40
O -0.6654 -0.7125 1.5538 -0.19
C -0.3025 1.3518 2.7678 0.02
C 0.0739 2.3479 1.8261 -0.31
C -0.0403 3.7819 2.2044 -0.01
N 0.6103 2.1356 0.6601 0.06
N 0.8415 0.9632 0.1355 -0.10
C 1.9854 0.2588 0.0634 -0.35
O 1.6819 -0.9090 -0.3841 -0.06
C 3.2958 0.6766 0.4755 -0.13
C 4.3603 -0.2345 0.3393 0.02
C 5.6151 0.1057 0.7974 -0.03
C 5.8199 1.3412 1.4028 -0.02
C 4.7724 2.2453 1.5441 -0.04
C 3.5192 1.9300 1.0697 0.01
H -1.7749 -1.3465 3.8068 0.09
H -0.8905 -0.1344 4.7574 0.09
H -0.0460 -1.5057 4.0187 0.10
H -0.4498 1.7371 3.7654 0.12
H 0.4775 3.9657 3.1418 0.10
H -1.0782 4.0705 2.3508 0.10
H 0.3876 4.3994 1.4192 0.09
H 4.1624 -1.1892 -0.1256 0.13
H 6.4360 -0.5877 0.6952 0.12
H 6.7993 1.6010 1.7680 0.12
H 4.9456 3.1949 2.0228 0.12
H 2.7172 2.6443 1.1479 0.10
```

- Among the records above, which one has the lowest E?
  C56H72F6O19S

- The lowest relative energy (zero: lowest compared OMol25 entry of this formula, charge and spin) belongs to which entry?
  C56H72F6O19S

- What is the relative energy (zero: lowest compared OMol25 entry of this formula, charge and spin) in the first record?
  0.000 eV